Entry 1:
C27H72N2O15 | ωB97M-V/def2-TZVPD

spin multiplicity: 1
calculated total energy: -2309.2347 Eh
M: 664.87 Da
highest occupied orbital energy: -7.42 eV
LUMO: 0.44 eV
HOMO-LUMO gap: 0.289 Eh

Atoms and positions in Å:
C (1.179, -1.739, 4.230)
C (1.121, -0.681, 3.297)
N (1.220, 0.412, 2.247)
C (0.050, 1.351, 2.300)
C (-1.090, 1.169, 1.146)
C (-1.965, -0.219, 1.418)
C (-2.015, -1.236, 0.133)
N (-1.850, -2.672, 0.673)
C (-2.458, -3.269, 1.960)
C (-2.059, -4.827, 2.288)
C (-1.108, -5.138, 0.990)
C (-1.029, -3.807, 0.026)
C (1.395, -0.288, 0.923)
O (1.182, -1.629, 0.916)
O (1.823, 0.343, -0.335)
C (2.739, -0.564, -1.096)
C (4.133, -0.908, -0.299)
C (4.243, -2.468, 0.234)
H (1.507, -2.719, 4.829)
H (-0.496, 1.159, 3.345)
H (0.411, 2.472, 2.308)
H (-1.874, 2.055, 1.313)
H (-0.723, 1.284, 0.041)
H (-3.092, 0.095, 1.647)
H (-1.533, -0.677, 2.405)
H (-1.223, -0.990, -0.692)
H (-3.090, -1.232, -0.375)
H (-3.152, -2.583, 2.632)
H (-2.351, -5.528, 3.196)
H (-0.587, -6.175, 0.813)
H (-0.473, -3.622, -1.000)
H (2.182, -1.518, -1.507)
H (3.053, 0.070, -2.057)
H (5.011, -0.773, -1.097)
H (4.388, -0.139, 0.573)
H (5.321, -2.935, 0.115)
H (3.405, -3.088, -0.323)
H (3.932, -2.471, 1.383)
C (5.656, 2.677, -0.858)
O (4.674, 2.957, 0.122)
H (6.403, 3.474, -0.850)
H (6.141, 1.725, -0.627)
H (5.187, 2.629, -1.843)
H (4.025, 2.233, 0.092)
C (5.219, -2.633, 4.782)
O (5.087, -1.290, 4.355)
H (6.202, -3.006, 4.484)
H (5.128, -2.681, 5.870)
H (4.443, -3.244, 4.313)
H (4.206, -0.987, 4.632)
C (5.290, 6.013, -2.669)
O (6.687, 5.885, -2.483)
H (4.776, 5.620, -1.788)
H (5.033, 7.068, -2.796)
H (4.985, 5.444, -3.550)
H (7.116, 6.242, -3.279)
C (5.486, -2.658, -3.708)
O (5.536, -1.316, -3.261)
H (4.458, -3.019, -3.634)
H (5.813, -2.709, -4.749)
H (6.133, -3.276, -3.081)
H (6.460, -1.023, -3.338)
C (8.209, 5.462, 0.728)
O (9.142, 5.304, -0.325)
H (8.548, 4.887, 1.593)
H (8.141, 6.519, 0.999)
H (7.231, 5.093, 0.408)
H (8.815, 5.825, -1.078)
C (-3.691, -4.493, -2.648)
O (-2.394, -3.953, -2.823)
H (-4.213, -4.482, -3.608)
H (-3.613, -5.522, -2.289)
H (-4.245, -3.885, -1.928)
H (-1.956, -3.975, -1.956)
C (-2.713, 1.624, 6.013)
O (-2.623, 0.483, 5.179)
H (-3.049, 2.475, 5.416)
H (-3.433, 1.436, 6.813)
H (-1.731, 1.845, 6.438)
H (-2.323, -0.255, 5.736)
C (-1.813, 3.619, 9.223)
O (-1.723, 2.478, 8.389)
H (-2.149, 4.470, 8.626)
H (-2.533, 3.431, 10.023)
H (-0.831, 3.840, 9.648)
H (-1.423, 1.740, 8.946)
C (-6.106, -2.812, -5.180)
O (-6.115, -4.209, -5.409)
H (-5.172, -2.540, -4.682)
H (-6.175, -2.285, -6.134)
H (-6.949, -2.542, -4.540)
H (-6.955, -4.421, -5.851)
C (-4.813, 4.937, 4.781)
O (-3.415, 4.808, 4.967)
H (-5.326, 4.543, 5.662)
H (-5.069, 5.991, 4.654)
H (-5.118, 4.368, 3.900)
H (-2.987, 5.165, 4.171)
C (-8.815, 0.253, -4.803)
O (-8.824, -1.144, -5.033)
H (-7.881, 0.525, -4.306)
H (-8.884, 0.780, -5.758)
H (-9.659, 0.523, -4.164)
H (-9.664, -1.356, -5.475)
C (-0.294, -3.550, -4.892)
O (1.114, -3.569, -5.038)
H (-0.602, -4.419, -4.306)
H (-0.595, -2.637, -4.371)
H (-0.765, -3.592, -5.877)
H (1.357, -2.787, -5.562)
C (-5.526, 0.570, -6.582)
O (-5.476, 1.912, -6.135)
H (-6.554, 0.209, -6.507)
H (-5.199, 0.519, -7.623)
H (-4.879, -0.048, -5.954)
H (-4.552, 2.205, -6.212)

Entry 2:
C39H51BiCl3N3O4P2 | ωB97M-V/def2-TZVPD

spin multiplicity: 1
calculated total energy: -4259.7145 Eh
energy above the lowest of the compared OMol25 structures with the same formula, charge and spin: 73.35 kcal/mol
M: 1003.14 Da
highest occupied orbital energy: -6.04 eV
LUMO: -0.36 eV
HOMO-LUMO gap: 0.208 Eh

Atoms and positions in Å:
Bi (0.443, 0.328, -0.598)
C (4.458, -0.265, 1.122)
C (4.488, 1.084, 0.432)
C (5.364, 0.992, -0.822)
P (2.831, 1.754, 0.109)
C (2.846, 3.541, -0.701)
C (3.954, 4.519, -0.228)
C (2.597, 3.378, -2.233)
C (2.045, 1.987, 1.700)
C (2.312, 3.165, 2.445)
C (1.660, 3.478, 3.646)
C (1.959, 4.720, 4.430)
C (0.733, 2.565, 4.137)
C (0.310, 1.518, 3.336)
C (1.112, 1.030, 2.227)
N (0.951, -0.205, 1.649)
C (0.562, -1.439, 2.235)
C (0.775, -1.707, 3.607)
C (0.512, -2.963, 4.162)
C (0.035, -4.019, 3.414)
C (-0.322, -5.277, 4.069)
C (-0.101, -3.775, 2.005)
C (0.106, -2.516, 1.414)
P (-0.043, -2.352, -0.358)
C (-1.755, -2.799, -0.950)
C (-2.103, -4.291, -0.853)
C (-2.776, -2.006, -0.116)
C (1.409, -3.182, -1.115)
C (2.344, -3.791, -0.096)
C (1.006, -4.177, -2.163)
H (5.409, -0.597, 1.682)
H (3.655, -0.357, 1.864)
H (4.263, -1.118, 0.423)
H (4.993, 1.804, 1.115)
H (6.443, 0.883, -0.522)
H (5.186, 0.243, -1.595)
H (5.327, 1.936, -1.351)
H (1.883, 3.988, -0.414)
H (4.963, 4.031, -0.372)
H (4.000, 5.529, -0.708)
H (3.898, 4.665, 0.870)
H (3.302, 2.672, -2.659)
H (1.566, 2.976, -2.252)
H (2.586, 4.277, -2.807)
H (3.143, 3.791, 2.158)
H (2.405, 5.515, 3.806)
H (1.050, 5.217, 4.831)
H (2.688, 4.582, 5.231)
H (0.191, 2.782, 5.062)
H (-0.486, 0.867, 3.756)
H (1.161, -0.940, 4.300)
H (0.628, -3.060, 5.212)
H (-1.051, -5.114, 4.854)
H (-0.809, -5.944, 3.345)
H (0.501, -5.921, 4.334)
H (-0.402, -4.627, 1.338)
H (-1.799, -2.521, -1.999)
H (-2.354, -4.518, 0.194)
H (-2.973, -4.527, -1.545)
H (-1.317, -5.005, -1.088)
H (-2.501, -2.114, 0.974)
H (-2.858, -0.909, -0.192)
H (-3.741, -2.437, -0.185)
H (1.938, -2.318, -1.591)
H (1.888, -4.588, 0.585)
H (3.176, -4.263, -0.703)
H (2.762, -3.041, 0.536)
H (0.827, -5.133, -1.682)
H (0.108, -3.931, -2.810)
H (1.904, -4.323, -2.822)
O (-1.981, 5.629, -0.762)
C (-3.093, 5.628, 0.001)
O (-3.985, 6.434, -0.227)
C (-3.389, 4.414, 0.794)
C (-4.646, 4.244, 1.397)
N (-4.665, 2.925, 1.799)
N (-3.607, 2.222, 1.478)
C (-2.727, 3.134, 0.929)
C (-1.517, 2.618, 0.260)
O (-0.621, 3.295, -0.269)
O (-1.492, 1.329, 0.309)
H (-1.259, 4.983, -0.580)
H (-5.402, 4.998, 1.585)
H (-5.398, 2.421, 2.309)
Cl (-8.350, -1.487, -2.181)
C (-7.417, -2.243, -3.518)
Cl (-7.308, -4.015, -3.267)
H (-6.370, -1.966, -3.527)
H (-7.978, -2.028, -4.450)
Cl (1.462, -0.578, -4.875)
C (-0.110, -0.952, -4.462)
C (-0.795, -2.034, -5.141)
C (-2.150, -2.239, -4.910)
C (-2.854, -1.458, -3.993)
C (-2.209, -0.396, -3.314)
C (-0.861, -0.112, -3.573)
C (-0.329, 1.094, -2.940)
H (-0.268, -2.501, -5.973)
H (-2.662, -2.950, -5.504)
H (-3.910, -1.698, -3.850)
H (-2.847, 0.212, -2.585)
H (-1.007, 1.828, -2.584)
H (0.481, 1.505, -3.460)

Entry 3:
C2H6N2OS | ωB97M-V/def2-TZVPD

spin multiplicity: 1
calculated total energy: -662.6289 Eh
energy above the lowest of the compared OMol25 structures with the same formula, charge and spin: 86.56 kcal/mol
M: 106.15 Da
highest occupied orbital energy: -9.48 eV
LUMO: -0.42 eV
HOMO-LUMO gap: 0.333 Eh

Atoms and positions in Å:
C (-0.469, 1.229, 0.148)
C (-0.915, -1.017, -0.669)
N (0.968, -0.801, 0.950)
N (-0.523, -0.169, 0.417)
O (3.375, -0.455, 1.058)
S (2.128, 0.148, 0.643)
H (-1.503, 1.550, 0.002)
H (-0.079, 1.751, 1.023)
H (0.112, 1.509, -0.743)
H (-0.506, -0.703, -1.644)
H (-0.585, -2.032, -0.454)
H (-2.004, -1.010, -0.730)

Entry 4:
C8H20O2 | ωB97M-V/def2-TZVPD

spin multiplicity: 1
calculated total energy: -467.2102 Eh
energy above the lowest of the compared OMol25 structures with the same formula, charge and spin: 58.79 kcal/mol
M: 148.25 Da
highest occupied orbital energy: -9.60 eV
LUMO: 0.93 eV
HOMO-LUMO gap: 0.387 Eh

Atoms and positions in Å:
C (-0.219, -3.275, 1.319)
C (0.241, -2.888, -0.045)
C (0.161, -4.191, -0.912)
O (-1.146, -4.398, -1.454)
C (-1.407, -3.739, -2.685)
H (-1.322, -3.293, 1.339)
H (0.136, -2.582, 2.100)
H (0.154, -4.287, 1.552)
H (-0.339, -2.000, -0.362)
H (1.307, -2.596, -0.001)
H (0.863, -4.033, -1.753)
H (0.444, -5.137, -0.411)
H (-1.279, -2.662, -2.485)
H (-2.441, -3.913, -3.029)
H (-0.714, -4.031, -3.493)
C (0.741, 5.558, 1.795)
C (0.195, 4.103, 1.570)
C (0.132, 3.601, 0.153)
O (-0.533, 2.313, 0.231)
C (0.261, 1.339, -0.448)
H (0.540, 5.925, 2.816)
H (0.271, 6.248, 1.074)
H (1.831, 5.561, 1.627)
H (0.916, 3.510, 2.165)
H (-0.816, 3.911, 1.977)
H (-0.442, 4.278, -0.508)
H (1.161, 3.529, -0.250)
H (1.134, 0.997, 0.133)
H (0.605, 1.656, -1.447)
H (-0.435, 0.492, -0.568)

Entry 5:
C16H10ClN3OS | ωB97M-V/def2-TZVPD

spin multiplicity: 1
calculated total energy: -1713.5142 Eh
energy above the lowest of the compared OMol25 structures with the same formula, charge and spin: 36.68 kcal/mol
M: 327.80 Da
highest occupied orbital energy: -8.74 eV
LUMO: -1.08 eV
HOMO-LUMO gap: 0.281 Eh

Atoms and positions in Å:
N (-0.084, 4.868, 5.165)
C (0.458, 4.050, 4.536)
S (1.313, 2.860, 3.471)
C (0.088, 1.459, 3.383)
C (0.299, 0.631, 2.147)
N (1.442, -0.085, 2.162)
C (1.712, -0.847, 1.067)
C (2.895, -1.570, 1.060)
C (3.213, -2.374, -0.020)
C (2.390, -2.430, -1.134)
Cl (2.861, -3.439, -2.465)
C (1.214, -1.676, -1.141)
C (0.867, -0.864, -0.090)
C (-0.291, -0.090, -0.036)
C (-1.183, 0.015, -1.238)
C (-0.726, 0.677, -2.363)
C (-1.521, 0.752, -3.511)
C (-2.816, 0.189, -3.525)
C (-3.317, -0.406, -2.381)
C (-2.481, -0.566, -1.249)
N (-0.601, 0.543, 1.125)
O (-1.671, 1.126, 1.222)
H (0.170, 0.854, 4.289)
H (-0.865, 1.959, 3.350)
H (3.504, -1.567, 1.962)
H (4.087, -2.984, 0.012)
H (0.514, -1.803, -1.997)
H (0.248, 1.138, -2.315)
H (-1.104, 1.267, -4.381)
H (-3.432, 0.272, -4.389)
H (-4.324, -0.828, -2.334)
H (-2.859, -1.132, -0.381)

Entry 6:
C6H7N5 | ωB97M-V/def2-TZVPD

spin multiplicity: 1
calculated total energy: -506.5846 Eh
energy above the lowest of the compared OMol25 structures with the same formula, charge and spin: 41.13 kcal/mol
M: 149.16 Da
highest occupied orbital energy: -8.44 eV
LUMO: 0.45 eV
HOMO-LUMO gap: 0.327 Eh

Atoms and positions in Å:
C (0.369, 1.028, -2.748)
N (0.834, 0.746, -1.357)
C (-0.008, 0.200, -0.439)
N (-1.065, -0.456, -1.050)
C (-1.838, -1.223, -0.233)
N (-1.770, -1.287, 1.148)
C (-0.696, -0.679, 1.603)
N (-0.168, -0.789, 2.862)
N (1.060, -0.238, 3.102)
C (1.383, 0.228, 1.845)
C (0.315, 0.026, 0.923)
H (-0.315, 2.029, -2.722)
H (1.376, 1.195, -3.382)
H (-0.214, 0.165, -3.189)
H (1.555, 1.364, -0.950)
H (-2.653, -1.705, -0.719)
H (-0.625, -1.213, 3.594)
H (2.460, 0.610, 1.714)